Entry from the OMol25 dataset: a cluster of 9 separate species, C6H30NO9 in total (ωB97M-V/def2-TZVPD).

- E_HOMO (eV) = -5.5190
- DFT total energy (eV) = -26625.228
- energy above the lowest of the compared OMol25 structures with the same formula, charge and spin (kJ/mol) = 517.60
- charge = -1
- LUMO (eV) = 2.89
- gap between HOMO and LUMO (eV) = 8.410
- largest force on an atom (eV/Å) = 6.4

XYZ file:
```
46
Properties=species:S:1:pos:R:3:forces:R:3
C -2.3204 -0.7869 2.0323 3.8 1.4 1.1
C -1.7701 -0.5836 0.5132 -1.1 0.4 1.7
C -2.8648 0.2258 -0.2052 -1.0 -2.6 -2.8
C -3.3371 1.3974 0.5934 0.9 2.3 1.9
C -2.3897 0.5132 -1.6794 2.9 -3.1 1.9
N -0.5839 0.2401 0.4056 0.1 -4.6 2.1
C 0.6562 -0.3260 1.0849 -1.5 1.6 0.6
O 1.6103 0.0990 0.2651 2.2 0.7 -1.4
H -1.8712 -1.6745 2.5520 -0.6 0.4 -0.8
H -3.3804 -0.7197 2.2062 -0.4 0.0 -0.1
H -1.7401 0.0798 2.6121 -1.7 -1.6 -0.9
H -1.5843 -1.6692 0.2094 -0.1 1.6 -0.6
H -3.7393 -0.4945 -0.4216 0.9 1.0 1.0
H -3.0268 2.4230 0.2239 -0.5 -1.2 -0.2
H -4.4125 1.3081 0.6431 -0.3 0.6 0.2
H -2.9229 1.4969 1.6789 -0.9 -0.7 -1.9
H -1.3614 0.9274 -1.5694 -1.2 0.1 -0.7
H -2.9486 1.0399 -2.3676 -1.7 1.4 -0.9
H -2.2226 -0.5511 -2.1431 -0.2 1.8 0.6
H -0.6722 1.2241 0.3192 -0.1 0.7 0.4
H 0.7658 0.0622 2.1611 -0.1 -0.2 -1.0
H 0.7225 -1.4244 1.1804 -1.1 0.2 -0.2
H 2.2124 1.7085 -2.1324 0.3 -0.3 0.4
H 2.7910 0.6838 -1.0821 0.6 1.5 -1.9
O 3.0559 1.3153 -1.8503 0.1 -0.7 1.5
H 1.9977 -1.3484 -2.1032 0.2 -2.5 0.3
H 2.2179 -2.7567 -2.6374 1.4 -2.1 -4.5
O 1.9900 -2.3509 -1.8847 -1.6 4.2 4.5
H 2.9126 -0.6357 0.8389 -1.4 1.9 -0.8
H 3.2856 -2.0104 0.8678 1.3 1.7 1.1
O 3.5959 -1.1208 1.2701 0.7 -4.0 -0.2
H 0.0395 -0.0637 -1.9840 -1.2 -1.1 -0.4
H 0.9246 0.4945 -0.9402 0.2 0.2 -1.3
O 0.6063 0.6811 -1.9573 0.9 0.5 0.9
H 2.8544 0.3395 -3.4345 0.5 -0.4 0.1
H 1.5176 -0.0956 -3.5004 -3.2 0.9 1.0
O 2.3245 -0.3859 -3.8134 2.9 -0.6 -1.6
H -0.9556 -3.7588 1.4279 0.4 0.1 0.2
H 0.4095 -3.4700 0.9780 2.9 1.2 -4.5
O -0.0350 -3.6653 1.7170 -3.2 -1.4 4.2
H 0.6386 2.7796 1.5599 1.0 0.6 0.2
H -0.2797 1.9996 2.3338 -0.3 0.1 0.5
O 0.0158 2.9177 2.2805 -1.4 -0.3 0.1
H 2.9800 2.0509 1.8267 0.7 -0.5 0.4
H 2.0608 1.5948 0.6190 0.4 -0.4 0.8
O 2.2331 2.2897 1.3056 -0.2 1.1 -1.2
```
Forces are in eV/Å.

***

Entry from the OMol25 dataset: the molecule C2H3NO2S (ωB97M-V/def2-TZVPD).

- E_HOMO (spin up / spin down) (eV) = -8.7883 / -8.3479
- DFT total energy (eV) = -18536.558
- energy above the lowest of the compared OMol25 structures with the same formula, charge and spin (kJ/mol) = 665.21
- LUMO (spin up / spin down) (eV) = -0.86 / -0.90
- gap between HOMO and LUMO (spin up / spin down) (eV) = 7.925 / 7.452
- largest force on an atom (eV/Å) = 5.3

XYZ file:
```
9
Properties=species:S:1:pos:R:3:forces:R:3
C 0.1296 1.5408 -1.2376 -1.5 -2.4 -0.4
C 0.5003 0.7793 0.0078 -0.9 2.8 -3.4
N -0.4536 -1.4363 0.3980 -1.3 1.2 -2.9
O -0.6936 1.4897 -2.1427 -0.4 -1.1 1.4
O 0.2374 -0.3182 0.5329 -0.3 -3.8 3.7
S -0.2692 -2.4081 1.7192 -0.9 -1.3 1.0
H 0.8662 2.2139 -1.4290 2.7 2.6 0.2
H 1.1549 1.2785 0.6646 0.9 1.0 0.3
H -1.4720 -3.1397 1.4868 1.6 1.1 0.1
```
Forces are in eV/Å.

***

Entry from the OMol25 dataset: a cluster of 2 separate species, C6H9NO in total (ωB97M-V/def2-TZVPD).

- E_HOMO (eV) = -7.0451
- DFT total energy (eV) = -9900.319
- energy above the lowest of the compared OMol25 structures with the same formula, charge and spin (kJ/mol) = 509.91
- LUMO (eV) = 0.84
- gap between HOMO and LUMO (eV) = 7.886
- largest force on an atom (eV/Å) = 0.7

XYZ file:
```
17
Properties=species:S:1:pos:R:3:forces:R:3
C 0.3488 -0.8915 -0.3280 0.3 0.6 0.0
C -0.1687 -2.2246 -0.7115 0.0 -0.1 0.0
N 1.1743 -0.6488 0.7824 -0.1 0.1 -0.1
C 1.3511 0.9944 -0.7017 -0.3 -0.2 0.2
C 1.1717 0.7903 0.6601 0.0 -0.2 -0.3
C -0.9198 0.8149 0.6988 0.3 -0.1 -0.2
C -1.5902 1.8253 0.1580 0.1 -0.1 0.1
O 0.7661 -0.0680 -1.3066 -0.1 -0.1 0.4
H 0.7779 -0.9824 1.6510 0.0 0.0 0.0
H 1.5137 1.8714 -1.2997 0.0 0.0 0.0
H 1.5870 1.4003 1.4471 0.0 0.0 0.0
H -1.3373 0.2875 1.5626 -0.1 0.0 0.0
H -0.8344 -2.6063 0.0641 0.0 0.0 0.0
H -0.7319 -2.1446 -1.6399 0.0 0.0 0.0
H 0.6479 -2.9431 -0.8497 0.0 0.1 0.0
H -1.1728 2.3952 -0.6716 0.0 0.0 0.0
H -2.5831 2.1299 0.4844 0.1 0.0 0.0
```
Forces are in eV/Å.

***

Entry from the OMol25 dataset: a cluster of 6 separate species, CH16N2O5 in total (ωB97M-V/def2-TZVPD).

- E_HOMO (eV) = -9.8578
- DFT total energy (eV) = -14515.004
- energy above the lowest of the compared OMol25 structures with the same formula, charge and spin (kJ/mol) = 19.71
- SMILES = NCN.O.O.O.O.O
- LUMO (eV) = 0.52
- gap between HOMO and LUMO (eV) = 10.375
- largest force on an atom (eV/Å) = 1.3

XYZ file:
```
24
Properties=species:S:1:pos:R:3:forces:R:3
N -0.4144 1.7978 -1.6876 -0.1 0.3 0.3
C 0.2947 0.5531 -1.4246 0.1 -0.8 -0.4
N 1.4600 0.7592 -0.5564 0.0 0.9 -0.5
H -1.1095 1.6903 -2.4139 0.0 -0.2 0.0
H 0.1783 2.5703 -1.9635 0.2 -0.2 -0.1
H -0.3427 -0.1419 -0.8904 -0.4 0.1 0.1
H 0.5543 0.0188 -2.3457 0.3 0.3 -0.1
H 1.9573 1.6004 -0.8433 0.1 -0.2 -0.2
H 2.0901 -0.0157 -0.7113 0.1 -0.3 0.1
O 0.2177 -1.9832 1.2826 -0.7 0.6 0.9
H -0.7364 -2.0461 1.4529 -0.1 -0.3 -0.5
H 0.3915 -1.1467 1.7622 0.5 -0.2 -0.4
O -1.6126 1.1252 0.6367 -0.5 0.8 0.0
H -1.3199 1.6908 -0.1247 0.0 -0.4 0.6
H -1.0428 1.2841 1.4003 0.3 0.0 -0.2
O 0.7734 0.7809 2.0229 0.1 0.4 0.3
H 1.1499 0.9981 1.1111 -0.2 -0.4 0.6
H 1.1770 1.3246 2.7155 0.0 -0.2 -0.4
O 1.7486 -2.7154 -0.8468 -0.6 0.1 -0.3
H 2.4675 -2.6384 -0.2268 0.3 -0.1 0.4
H 0.9543 -2.6646 -0.2726 0.5 0.2 -0.1
O -2.6901 -1.2307 0.6415 0.0 0.0 0.2
H -2.5079 -0.2624 0.7374 0.0 -0.5 -0.3
H -3.6385 -1.3485 0.5445 0.1 0.1 0.1
```
Forces are in eV/Å.

***

Q: Which of these has the lowest energy above the lowest of the compared OMol25 structures with the same formula, charge and spin?
A: CH16N2O5